Record 1
# C35H62BINO28S6

A 7-piece molecular cluster, C35H62BINO28S6 overall (ωB97M-V/def2-TZVPD, OMol25).

Geometry as XYZ:
```
134
Properties=species:S:1:pos:R:3:forces:R:3:mulliken_charge:R:1
C 3.23090 0.21995 2.02568 0.11 -0.03 -0.02 -0.990
C 2.04943 -0.31884 2.84710 0.85 -0.50 -0.43 0.239
O 1.50785 0.65256 3.73432 -0.37 -0.02 -0.40 -0.403
C 0.09855 0.60992 3.77508 -0.54 -0.01 -0.36 -0.588
C -0.51885 1.34385 2.55056 1.03 0.14 1.00 -0.301
O -1.87749 0.91519 2.39794 -0.21 0.37 -0.45 -0.298
C -2.30375 0.89692 1.07292 -0.30 0.16 -1.96 -0.221
C -3.60483 1.68211 0.72865 1.21 -0.32 1.03 -0.587
C -3.69591 3.17397 0.69730 -1.18 -0.21 0.31 -0.903
C -3.99979 3.78022 -0.71563 0.80 0.91 0.85 -0.523
C -2.69834 4.38293 -1.30753 -0.94 -0.51 -0.27 -1.115
I -2.04289 6.13023 -0.21951 -0.06 -0.55 -0.19 0.079
N -4.52421 0.82475 0.48909 -0.95 0.07 -0.49 0.509
C -4.19011 -0.61332 0.63660 0.43 -0.63 0.78 -0.397
C -4.55933 -1.13711 2.11334 0.39 0.83 0.23 -1.458
C -5.10508 -0.04990 3.06993 -0.77 -0.55 0.48 -0.847
C -6.57429 0.40366 2.81861 0.47 -0.22 -0.35 -0.447
C -7.49473 -0.66269 2.17787 -0.53 1.13 0.10 -0.282
O -8.85687 -0.28091 2.41652 0.04 -0.41 -0.35 -0.442
C -9.21695 0.87272 1.69051 0.16 0.95 -0.23 -0.692
B -4.99374 -1.64292 -0.27210 0.25 -0.20 -1.35 1.445
C -4.57213 -3.17515 -0.31830 0.33 0.54 1.32 -1.158
O -6.03908 -1.19776 -1.05036 0.29 -0.25 0.90 -0.738
C -2.65830 -0.53146 0.50999 1.38 -0.02 0.64 -0.107
C -1.98033 -0.79739 -0.82510 0.24 -0.09 -0.16 -0.227
C -2.52007 -0.51997 -2.07489 -0.60 0.13 0.09 -0.097
C -1.82230 -0.80847 -3.24419 0.04 0.02 -0.73 -1.207
C -0.55169 -1.36449 -3.21021 0.01 0.06 0.75 -0.206
C 0.02111 -1.61136 -1.95028 0.09 0.01 -1.11 -1.259
C -0.68572 -1.34100 -0.79193 0.36 -0.03 0.29 -0.122
H 3.88418 0.86988 2.62773 -0.34 -0.17 -0.14 0.321
H 3.85931 -0.61933 1.68591 -0.28 0.21 0.13 0.188
H 2.91863 0.76071 1.12005 0.00 0.02 0.37 0.280
H 1.28459 -0.71030 2.15123 0.10 0.18 0.27 -0.143
H 2.42392 -1.18764 3.42050 -0.33 0.34 0.06 0.385
H -0.27691 -0.43018 3.73099 0.14 0.27 0.24 0.342
H -0.23664 1.08066 4.70790 0.15 -0.19 -0.20 0.335
H 0.11973 1.10398 1.68470 -0.50 -0.03 0.01 0.355
H -0.45759 2.43007 2.72833 -0.20 -0.26 -0.22 0.199
H -1.55154 1.34110 0.39110 -0.07 -0.13 0.40 1.024
H -2.81253 3.62207 1.17478 -0.13 -0.25 -0.38 0.441
H -4.54200 3.45052 1.35653 0.28 -0.20 -0.16 0.274
H -4.47148 3.04156 -1.37918 0.26 0.22 0.05 0.385
H -4.68895 4.62152 -0.55039 -0.01 -0.45 -0.23 0.400
H -2.92422 4.74876 -2.31466 0.40 -0.18 0.20 0.499
H -1.92728 3.60181 -1.30959 0.10 0.58 -0.15 0.392
H -5.47213 1.07291 0.20418 0.18 0.11 0.04 0.525
H -3.62823 -1.50531 2.57104 -0.28 0.08 -0.30 0.568
H -5.21630 -2.01979 2.07012 0.00 0.47 -0.01 0.710
H -5.08296 -0.49379 4.08051 0.12 0.12 -0.36 0.627
H -4.44512 0.82859 3.12341 -0.06 -0.35 -0.07 0.042
H -7.05736 0.70268 3.76244 0.31 -0.05 -0.26 0.535
H -6.55296 1.30188 2.17592 -0.23 -0.23 0.21 0.043
H -7.38805 -0.67305 1.07701 0.35 -0.37 0.35 0.387
H -7.35103 -1.66149 2.60812 -0.11 0.28 -0.09 0.138
H -8.69654 0.96240 0.71382 -0.11 -0.33 0.31 0.257
H -8.94820 1.79014 2.25091 -0.20 -0.28 -0.14 0.260
H -10.29198 0.90896 1.46071 0.30 -0.34 0.36 0.294
H -5.44006 -3.85111 -0.29081 0.31 0.08 -0.38 0.440
H -4.00489 -3.37804 0.61090 -0.12 -0.18 -0.42 0.337
H -3.87261 -3.38228 -1.14091 -0.45 0.01 0.02 0.227
H -6.50594 -1.98761 -1.35919 -0.11 0.36 -0.37 0.301
H -2.09287 -1.18071 1.19781 -0.81 -0.11 -0.05 1.000
H -3.53095 -0.10038 -2.15765 0.32 -0.13 0.02 0.356
H -2.26400 -0.61801 -4.22420 -0.04 -0.02 0.41 0.430
H -0.00933 -1.60726 -4.12559 -0.21 0.06 0.29 0.381
H 1.03311 -2.02160 -1.95354 -0.31 0.03 0.39 0.544
H -0.17565 -1.56069 0.15235 -0.41 0.08 -0.12 0.260
C 8.36514 -2.07308 1.16585 0.09 0.12 0.58 -0.372
C 7.11332 -2.90992 1.31542 0.23 -0.49 -0.25 -0.361
O 6.04842 -2.03893 0.90463 0.13 0.45 -0.03 -0.329
S 6.58634 -1.04759 -0.23898 0.66 -0.43 0.47 1.013
O 6.21748 -1.57212 -1.50655 -0.12 0.26 -0.13 -0.507
O 6.27785 0.28320 0.14237 -0.32 0.04 -0.19 -0.511
O 8.14933 -1.30322 -0.02455 -0.48 -0.19 -0.24 -0.264
H 8.48577 -1.38175 2.00227 0.01 -0.03 -0.01 0.296
H 9.26103 -2.68068 1.06813 0.00 0.10 -0.26 0.330
H 6.95791 -3.25127 2.33534 -0.22 0.19 0.00 0.343
H 7.12647 -3.77042 0.64285 0.03 0.00 0.04 0.283
C 8.54910 3.98053 0.11153 0.30 -0.51 -0.36 -0.085
C 7.61742 3.32171 1.10082 -0.52 0.25 -0.12 0.024
O 8.34082 3.32482 2.33739 0.48 0.12 -0.17 -0.288
S 9.27750 4.63237 2.40128 -0.29 -0.20 -0.38 1.082
O 8.61047 5.63312 3.15213 0.19 0.10 0.07 -0.544
O 10.60005 4.21849 2.69790 0.00 0.05 0.21 -0.531
O 9.19174 5.03099 0.84538 -0.28 -0.01 0.43 -0.325
H 9.31800 3.28432 -0.23355 -0.08 0.00 0.00 0.139
H 8.01908 4.38702 -0.74686 0.07 0.23 0.10 0.344
H 7.35310 2.30881 0.80967 0.15 -0.07 0.22 0.021
H 6.70578 3.90886 1.24006 0.00 -0.01 -0.04 0.234
C -2.01315 -5.92092 -5.89438 0.39 -0.35 -0.13 -0.442
C -1.20903 -5.25319 -4.79714 -0.32 -0.05 0.38 -0.085
O -0.73953 -4.03672 -5.37971 -1.76 -0.09 -0.75 -0.086
S -1.82450 -3.50149 -6.43055 0.20 -0.65 0.34 1.063
O -2.62019 -2.51467 -5.78479 -0.15 0.18 -0.25 -0.525
O -1.17460 -3.25731 -7.66383 -0.03 0.32 0.03 -0.568
O -2.69335 -4.84756 -6.55494 0.00 0.35 0.31 -0.329
H -1.36295 -6.41315 -6.62041 0.01 0.00 0.04 0.322
H -2.72923 -6.64056 -5.50464 -0.17 0.17 -0.09 0.347
H -0.37235 -5.86202 -4.46191 0.16 0.20 -0.14 0.283
H -1.84050 -4.99956 -3.94078 0.00 -0.07 0.01 0.063
C 13.79006 2.40299 -2.40091 0.28 0.11 -0.46 -0.322
C 12.79516 3.53874 -2.50362 0.10 0.24 0.53 -0.289
O 11.58970 2.92009 -2.97268 0.14 -0.43 -0.16 -0.306
S 11.50054 1.42302 -2.39728 0.52 0.46 0.04 1.075
O 10.67482 1.43594 -1.23936 -0.10 -0.28 -0.10 -0.466
O 11.27701 0.53847 -3.48001 -0.31 -0.06 0.08 -0.570
O 13.02667 1.28961 -1.92013 -0.42 0.21 0.14 -0.313
H 14.19786 2.14043 -3.37925 0.00 0.03 0.01 0.286
H 14.60564 2.62746 -1.71806 -0.12 -0.18 0.15 0.312
H 13.11838 4.31685 -3.19000 -0.21 -0.10 -0.16 0.326
H 12.59225 3.97951 -1.52471 0.06 0.01 -0.01 0.248
C -11.04844 1.19548 5.51621 -0.21 -0.47 -0.08 -0.191
C -11.63886 1.99572 4.37447 0.43 0.23 -0.19 -0.211
O -12.75396 2.67980 4.94703 -0.01 -0.31 0.38 -0.342
S -12.43378 3.02537 6.48788 0.16 -0.17 -0.23 1.081
O -11.97016 4.36223 6.56468 -0.03 0.02 0.18 -0.527
O -13.49928 2.54380 7.28424 -0.10 0.16 0.00 -0.516
O -11.16675 2.04543 6.65954 -0.07 0.36 -0.27 -0.329
H -11.62443 0.28663 5.70354 0.02 0.00 -0.05 0.320
H -10.00706 0.93304 5.34312 0.03 0.14 0.17 0.170
H -11.95967 1.36618 3.54816 -0.24 0.06 0.08 0.253
H -10.93152 2.74513 4.00853 0.03 -0.05 -0.02 0.289
C 4.20537 -3.23494 -3.17570 0.50 -0.13 0.10 -0.155
C 4.33762 -2.56864 -4.52659 -0.23 0.49 0.13 -0.385
O 3.87012 -3.55028 -5.46089 -0.03 -0.46 0.31 -0.369
S 2.71620 -4.43305 -4.77857 0.50 0.59 0.04 1.057
O 1.44639 -3.91874 -5.17052 1.53 -0.31 0.38 -0.349
O 3.04896 -5.80265 -4.92693 -0.24 -0.07 -0.14 -0.629
O 2.98589 -3.99032 -3.25436 -0.23 0.18 -0.42 -0.310
H 5.02686 -3.93027 -2.99425 0.01 0.05 0.01 0.320
H 4.15623 -2.51602 -2.36400 -0.19 -0.09 0.02 0.175
H 5.36118 -2.28152 -4.75093 -0.01 -0.20 -0.17 0.339
H 3.69005 -1.69156 -4.60335 0.05 0.01 0.03 0.292
```
Forces are in eV/Å.

Calculated values
- DFT total energy (hartree) = -6243.6069
- charge = +1
- HOMO level (eV) = -11.807
- gap between HOMO and LUMO (eV) = 8.2539


Record 2
# C4H12

A 2-piece molecular cluster, C4H12 overall (ωB97M-V/def2-TZVPD, OMol25).

Geometry as XYZ:
```
16
Properties=species:S:1:pos:R:3:forces:R:3:mulliken_charge:R:1
C 1.82149 -0.48633 -0.58681 -0.57 0.71 3.27 -0.695
C 1.03780 -1.81506 -0.61156 -4.85 3.14 4.20 -0.723
H 2.83653 -0.70285 -0.26553 0.24 0.10 0.20 0.312
H 1.93606 0.02857 -1.51563 -0.43 0.16 -0.79 0.295
H 1.38550 0.30759 0.23209 1.04 -2.08 -2.08 0.115
H 1.42428 -2.48095 -1.24869 1.30 -2.64 -2.38 0.419
H 0.78716 -2.30703 0.45148 1.42 1.07 -2.09 0.214
H -0.08347 -1.56061 -0.84730 2.07 -0.62 -0.35 0.073
C -1.70836 0.47592 0.81212 -0.57 -1.74 -1.47 -0.553
C -1.19484 1.77875 0.38169 3.26 1.52 -3.21 -0.609
H -2.77478 0.45954 1.01302 -0.01 0.00 0.77 0.326
H -1.59468 -0.30751 -0.05442 0.01 1.37 1.78 0.019
H -1.03176 0.28495 1.62501 -0.38 -1.29 0.71 0.264
H -0.14698 1.40548 -0.18985 -2.68 1.90 1.16 -0.015
H -0.87280 2.53840 1.11881 -0.25 -0.85 0.21 0.254
H -1.82116 2.38114 -0.31445 0.41 -0.75 0.06 0.303
```
Forces are in eV/Å.

Calculated values
- DFT total energy (hartree) = -159.5213
- SMILES string = CC.CC
- HOMO level (eV) = -10.701
- gap between HOMO and LUMO (eV) = 11.8335


Record 3
# C4H6FN2

An isolated ion of composition C4H6FN2 and charge +1 (ωB97M-V/def2-TZVPD, OMol25).

Geometry as XYZ:
```
13
Properties=species:S:1:pos:R:3:forces:R:3:mulliken_charge:R:1
F 0.15498 -0.70358 -2.58942 1.00 0.02 1.38 -0.244
C 1.01074 -0.49397 -1.52630 1.17 2.35 -0.82 -0.201
N 0.21919 -0.19307 -0.32125 3.08 1.32 1.27 0.110
C -1.03658 -0.45759 -0.07138 -3.99 -0.91 -0.45 -0.158
C -1.42299 0.18309 1.09315 -0.34 -1.57 -1.96 -0.408
N -0.29754 0.76919 1.55106 -0.69 -0.74 -0.72 -0.030
C 0.72200 0.55530 0.70076 0.47 0.39 0.98 -0.134
H 1.60906 0.50624 -1.65346 -1.04 -1.96 -0.39 0.295
H 1.75046 -1.29464 -1.36315 -0.84 -0.11 -0.21 0.330
H -1.59596 -1.05616 -0.80758 0.13 0.52 0.71 0.407
H -2.38673 0.22720 1.59525 0.45 -0.04 -0.14 0.393
H -0.48663 1.05957 2.48191 1.67 1.15 0.99 0.265
H 1.76001 0.89842 0.91042 -1.07 -0.42 -0.63 0.375
```
Forces are in eV/Å.

Calculated values
- DFT total energy (hartree) = -365.1204
- charge = +1
- SMILES string = FC[n+]1cc[nH]c1
- HOMO level (eV) = -14.621
- gap between HOMO and LUMO (eV) = 10.8001


Record 4
# C24H48O32PtS5

C24H48O32PtS5 as an isolated structure (ωB97M-V/def2-TZVPD, OMol25).

Geometry as XYZ:
```
110
Properties=species:S:1:pos:R:3:forces:R:3:mulliken_spin:R:1
Pt 3.65407 -1.04537 3.37035 -0.77 0.49 -0.74 0.967
S 0.42568 -0.03823 1.17672 -3.60 0.10 -3.36 -0.065
O 0.09598 0.07157 -0.25553 0.51 -0.11 1.71 0.012
O 0.95363 -1.39263 1.49489 0.59 -1.57 0.96 0.516
O 1.54654 0.77212 1.55402 2.77 1.73 1.28 0.290
O -0.74737 0.21397 2.02926 0.70 -0.42 0.10 0.280
C -8.12631 -7.03222 0.20838 -0.10 1.07 -0.28 0.000
C -7.77352 -6.67941 -1.24595 -0.64 0.70 0.79 0.000
O -6.40390 -6.74435 -1.50262 3.72 0.05 -0.67 0.000
C -5.51928 -5.68739 -1.38904 -3.31 4.35 2.38 0.000
O -5.85572 -4.49915 -0.98983 1.16 -5.09 -1.87 0.000
O -4.29498 -6.05769 -1.65450 0.01 -0.78 -0.64 0.000
C -3.19511 -5.12858 -1.60954 -0.03 0.49 0.95 0.000
H -9.17245 -6.74061 0.30146 -0.21 -0.43 0.23 0.000
H -7.60545 -6.43647 0.95796 0.25 0.09 -0.21 0.000
H -7.96930 -8.08504 0.44294 -0.12 0.04 -0.22 0.000
H -8.06396 -5.69615 -1.61598 -0.63 0.12 0.63 0.000
H -8.30415 -7.42656 -1.83613 0.54 -0.02 -0.49 0.000
H -2.60575 -5.37121 -0.72530 0.11 -0.35 -0.14 0.000
H -3.50641 -4.10149 -1.41913 -0.39 -0.12 -0.48 0.000
H -2.58335 -5.22224 -2.50679 -0.37 -0.11 0.03 0.000
C 4.01216 4.91149 4.83503 -0.31 0.85 0.02 0.000
C 5.41972 4.69524 4.27525 -1.46 -0.78 0.64 0.000
O 6.22576 4.21983 5.37480 1.09 0.75 -0.05 0.000
C 6.24278 2.97737 5.78791 -0.88 -2.24 -0.43 -0.001
O 5.66799 2.02806 5.23864 0.95 1.30 0.96 0.000
O 6.97239 2.92024 6.92176 0.07 -0.22 0.14 0.000
C 7.26712 1.67037 7.65087 -1.13 0.55 -0.98 0.000
H 3.31524 4.08522 4.69481 0.21 0.00 -0.22 0.000
H 3.60557 5.82953 4.41078 -0.30 -0.19 -0.35 0.000
H 4.01394 5.14108 5.90057 0.39 -0.16 0.10 0.000
H 5.84009 5.63169 3.90858 0.33 -0.27 0.37 0.000
H 5.34181 3.97671 3.45932 0.51 -0.11 0.10 0.000
H 8.23878 1.30130 7.32262 -0.11 0.09 0.21 0.000
H 6.48229 0.93636 7.46820 0.11 -0.02 -0.35 0.000
H 7.19777 1.89484 8.71526 0.44 0.31 -0.22 0.000
C -12.46652 3.48466 2.92209 -2.62 0.49 -0.59 0.000
C -11.06776 3.69739 2.77710 3.48 0.41 0.27 0.000
O -10.41941 2.72025 3.59657 -0.04 -0.79 0.98 0.000
C -9.11120 2.59110 3.59955 2.12 2.33 -3.01 0.000
O -8.32685 3.29636 2.93514 -1.61 -1.28 1.51 0.000
O -8.77257 1.56170 4.31939 0.09 -1.35 1.20 0.000
C -7.42811 1.10565 4.42258 1.34 0.65 0.42 0.000
H -12.77665 2.47595 2.64926 -0.08 0.12 0.03 0.000
H -12.84615 4.21360 2.20612 -0.82 -0.19 -0.17 0.000
H -12.87726 3.78712 3.88536 0.20 -0.29 0.11 0.000
H -10.75876 4.68483 3.12001 0.00 0.12 0.07 0.000
H -10.65950 3.60360 1.77080 -0.28 -0.15 -0.16 0.000
H -6.66622 1.81630 4.10228 -0.52 0.23 -0.93 0.000
H -7.26932 0.14213 3.93829 -0.39 0.16 -0.08 0.000
H -7.10672 1.04598 5.46240 -0.86 -0.46 0.33 0.000
C 10.42526 -4.23992 0.81996 -0.92 1.00 0.59 0.000
C 9.45062 -3.13978 1.35300 -1.15 -2.30 0.45 0.000
O 9.32731 -2.11046 0.42934 -0.01 2.12 -1.67 0.000
C 8.19754 -1.38441 0.22147 -0.13 -0.37 1.05 0.001
O 7.18583 -1.40964 0.90302 1.07 -0.23 -0.69 0.000
O 8.42133 -0.59192 -0.83484 0.50 -0.90 -0.12 0.000
C 7.41475 0.28329 -1.25914 -1.85 1.63 0.26 0.000
H 10.07658 -4.56279 -0.16100 0.45 0.39 -0.23 0.000
H 10.34456 -5.14619 1.42017 0.08 0.22 0.39 0.000
H 11.43956 -3.84416 0.87140 0.02 -0.32 -0.47 0.000
H 9.68131 -2.80798 2.36532 0.39 0.38 -0.16 0.000
H 8.45671 -3.58150 1.42465 -0.12 -0.27 0.24 0.000
H 6.89757 0.13865 -2.20767 0.76 -1.19 -0.37 0.000
H 7.78689 1.30244 -1.36381 0.49 -0.14 0.38 0.000
H 6.56975 0.31183 -0.57123 0.29 -0.03 0.41 0.000
C -5.98113 1.84059 -1.87142 0.60 -1.01 -0.66 0.000
C -5.04253 3.02785 -1.59206 0.29 -0.20 -1.11 0.000
O -5.81533 4.10682 -2.02029 -1.88 2.60 -0.89 0.000
S -6.70464 3.74625 -3.43773 2.69 -0.30 3.46 0.000
O -5.65274 3.58722 -4.43623 -2.37 -0.28 0.89 0.000
O -7.79728 4.68716 -3.58786 1.68 -2.27 0.30 0.000
O -7.10802 2.28396 -2.61290 -1.05 2.34 -2.31 0.000
H -6.36016 1.42790 -0.93648 -0.07 -0.07 -0.22 0.000
H -5.56695 1.08414 -2.53801 0.58 -0.24 0.67 0.000
H -4.13004 3.15070 -2.17547 0.19 -1.13 -0.20 0.000
H -4.71861 3.04862 -0.55151 -0.67 0.55 0.11 0.000
C 4.22585 -7.03593 0.03042 -0.49 -0.88 0.25 0.000
C 3.56535 -7.14094 -1.36207 0.34 1.29 0.83 0.000
O 4.51840 -7.90012 -2.11782 0.64 -0.22 -0.49 0.000
S 5.97720 -7.22537 -1.80230 0.27 1.74 -0.84 0.000
O 6.01531 -5.85830 -2.39187 -0.27 -3.39 1.78 0.000
O 7.09902 -8.11223 -2.08236 -2.66 1.33 1.01 0.000
O 5.59147 -7.17187 -0.19195 3.43 0.48 -1.78 0.000
H 4.06161 -7.93054 0.63108 -0.93 0.16 0.17 0.000
H 4.06737 -6.13089 0.61685 -0.42 0.03 -0.34 0.000
H 3.53062 -6.15213 -1.81940 -0.30 0.03 0.01 0.000
H 2.55781 -7.54509 -1.26399 0.40 -0.57 -0.60 0.000
C 1.50011 5.42435 -1.50978 2.51 -0.05 0.31 0.000
C 0.84601 6.24334 -2.53521 -1.91 1.43 -1.81 0.000
O 1.76500 7.18102 -3.14547 1.52 0.08 -0.27 0.000
S 3.20157 7.27276 -2.42195 0.74 -1.77 -0.19 0.000
O 3.41120 8.62281 -1.93776 -0.32 -2.23 -0.49 0.000
O 4.30282 6.60723 -3.19674 -3.54 1.76 2.28 0.000
O 2.62092 6.26260 -1.19330 2.41 1.59 0.25 0.000
H 1.93489 4.49229 -1.87079 -0.45 -0.22 -0.05 0.000
H 1.00175 5.29061 -0.54965 -0.38 -0.04 -0.41 0.000
H 0.09383 6.90472 -2.10522 -0.27 -0.32 -0.01 0.000
H 0.46451 5.71970 -3.41176 -0.34 -0.27 0.43 0.000
C 1.33569 1.64071 -6.50007 0.35 0.95 -0.38 0.000
C -0.10090 1.18117 -6.33282 -0.24 -2.25 1.31 0.000
O -0.32855 0.09070 -7.23915 1.87 -0.62 -1.56 0.000
S 1.13071 -0.73046 -7.50386 -1.95 -0.99 0.29 0.000
O 1.19126 -1.22805 -8.89475 0.18 1.79 3.59 0.000
O 1.20386 -1.70378 -6.38941 0.61 2.54 -2.55 0.000
O 2.06129 0.64893 -7.26990 -1.20 -1.52 -0.32 0.000
H 1.88260 1.80574 -5.57176 -0.31 -0.41 0.19 0.000
H 1.34395 2.61545 -6.98781 0.37 -0.28 -0.69 0.000
H -0.95107 1.85792 -6.41848 0.56 0.31 -0.32 0.000
H -0.15887 0.67617 -5.36861 -0.24 0.45 0.44 0.000
```
Forces are in eV/Å.

Calculated values
- spin multiplicity = 3
- ⟨S²⟩ = 2.04
- DFT total energy (hartree) = -5460.6603
- HOMO level (alpha / beta) (eV) = -9.620 / -9.374
- gap between HOMO and LUMO (alpha / beta) (eV) = 4.8679 / 4.6631